No. 1
This record from the Open Molecules 2025 dataset describes a structure of composition C38H56N5O3Ru in a non-equilibrium geometry. The level of theory is the ωB97M-V functional and the def2-TZVPD basis.

XYZ file:
```
103
Properties=species:S:1:pos:R:3:lowdin_spin:R:1
Ru -1.6867 -0.3145 -0.7266 3.84
C -4.7194 -0.3124 -1.1185 0.01
N -3.9149 -1.2102 -0.2832 0.10
C -4.1957 -2.6354 -0.5502 0.01
C -4.1245 -0.9538 1.1739 0.00
C -2.9052 -1.1126 2.0039 0.01
N -1.8317 -0.1451 1.5145 0.13
C -0.5726 -0.4901 2.1564 0.01
C 0.3385 -1.4036 1.3394 0.03
C 0.8747 -2.5843 1.8071 -0.01
C 1.8152 -3.2528 1.0010 0.02
C 2.3446 -2.5917 -0.0633 0.00
C 1.9171 -1.3474 -0.5155 0.03
C 0.8065 -0.8388 0.1321 0.02
O 0.2537 0.3129 -0.2612 0.25
C 2.6076 -0.4459 -1.5480 0.00
C 2.7819 0.9905 -1.0063 0.00
C 1.7221 -0.4829 -2.7969 0.00
C 3.9884 -1.0672 -1.9274 0.00
C 2.2670 -4.6808 1.4270 0.00
C 2.4451 -4.8582 2.8973 0.00
C 3.5942 -5.1008 0.7348 0.00
C 1.1622 -5.5972 0.9249 0.00
C -2.2850 1.2494 1.8137 0.01
C -1.4155 2.3349 1.3111 0.02
C -0.4896 2.9900 2.0920 0.00
C 0.4473 3.8224 1.4977 0.02
C 0.2770 4.0892 0.1303 0.00
C -0.6823 3.5330 -0.6846 0.02
C -1.4166 2.5045 -0.1210 0.01
O -2.2013 1.6698 -0.8440 0.26
C -0.8871 4.0016 -2.1487 0.00
C -2.3744 4.3936 -2.2393 0.00
C -0.0133 5.2243 -2.4591 0.00
C -0.5551 2.9049 -3.2051 0.00
C 1.5158 4.5060 2.4200 0.00
C 2.4443 3.3959 2.9580 0.00
C 2.3348 5.5095 1.6488 0.00
C 0.8366 5.2970 3.5372 0.00
H -5.7592 -0.5454 -0.9471 0.00
H -4.4495 0.7276 -0.8647 0.00
H -4.5589 -0.5406 -2.2150 0.00
H -5.2134 -2.8000 -0.1474 0.00
H -4.1045 -2.7705 -1.6247 0.00
H -3.5017 -3.2835 -0.0468 0.00
H -4.6070 0.0736 1.2956 0.00
H -4.9307 -1.6312 1.5677 0.00
H -3.2050 -0.9431 3.0261 0.00
H -2.4677 -2.0761 1.8984 0.00
H 0.0039 0.4286 2.2638 0.00
H -0.8129 -0.8724 3.1441 0.00
H 0.6412 -3.0520 2.7629 0.00
H 3.0906 -3.1142 -0.6729 0.00
H 1.9401 1.6318 -1.2005 0.00
H 3.0397 0.9345 0.0744 0.00
H 3.6073 1.4667 -1.5938 0.00
H 0.8118 0.1822 -2.7350 0.00
H 2.2099 -0.1327 -3.6940 0.00
H 1.3403 -1.4724 -2.9292 0.00
H 4.6122 -1.2869 -1.0512 0.00
H 3.9146 -2.0938 -2.3601 0.00
H 4.4696 -0.3642 -2.5985 0.00
H 3.2016 -4.1703 3.2813 0.00
H 1.5183 -4.6545 3.4670 0.00
H 2.7604 -5.8789 3.1347 0.00
H 4.5023 -4.5050 0.8934 0.00
H 3.8570 -6.0893 1.0264 0.00
H 3.4206 -5.1642 -0.3664 0.00
H 0.2798 -5.4328 1.5659 0.00
H 0.9603 -5.4652 -0.1243 0.00
H 1.4196 -6.6704 1.0643 0.00
H -3.2310 1.3782 1.3663 0.00
H -2.4603 1.3223 2.8610 0.00
H -0.4578 2.7447 3.1800 0.00
H 0.9690 4.8040 -0.2651 0.00
H -2.5808 5.2137 -1.5625 0.00
H -2.5305 4.7500 -3.2211 0.00
H -2.9376 3.4955 -1.9861 0.00
H -0.2229 6.0216 -1.7911 0.00
H 1.0212 4.9472 -2.4226 0.00
H -0.2275 5.4497 -3.4724 0.00
H -1.1073 1.9721 -3.0912 0.00
H -0.7429 3.3458 -4.2042 0.00
H 0.5207 2.6253 -3.1507 0.00
H 3.0716 2.9931 2.1272 0.00
H 3.1962 3.8076 3.6420 0.00
H 1.9236 2.6091 3.4907 0.00
H 2.8930 5.0600 0.8506 0.00
H 1.7519 6.3083 1.2146 0.00
H 3.0777 5.8828 2.3039 0.00
H 0.2418 4.6588 4.1830 0.00
H 1.6283 5.7414 4.1138 0.00
H 0.2547 6.1062 3.0712 0.00
N -0.7725 -3.6050 -0.8224 0.00
C -1.2614 -3.1724 -1.9930 0.02
O -1.6322 -1.9287 -2.0438 0.15
C -1.5013 -4.0469 -3.0540 0.01
C -2.2310 -3.5760 -4.2038 0.00
N -2.8430 -3.2002 -5.1099 0.00
C -1.0882 -5.4081 -3.0927 0.00
N -0.6292 -6.4899 -3.1104 0.01
H -0.1644 -3.0009 -0.2850 0.00
H -0.4221 -4.5486 -0.8389 0.00
```

Properties
* LUMO (spin up / spin down): 0.20 / -1.68 eV
* spin multiplicity: 6
* orbital gap (spin up / spin down): 7.94 / 6.39 eV

No. 2
This record from the Open Molecules 2025 dataset describes a structure of composition C22H47HfNO2P2 in a non-equilibrium geometry. The level of theory is the ωB97M-V functional and the def2-TZVPD basis.

XYZ file:
```
75
Properties=species:S:1:pos:R:3:lowdin_charge:R:1
Hf 0.1867 0.0106 -0.1776 1.24
C 0.8000 -1.7143 -1.0361 -0.17
O 1.1765 -2.7135 -1.5116 0.28
C -0.6207 1.5195 1.0437 -0.23
O -1.0760 2.3765 1.6784 0.23
P -1.9203 -0.0641 -1.5393 0.98
C -3.4180 -0.7999 -0.7002 -0.52
H -4.2484 -0.6960 -1.4187 0.11
C -2.5374 1.5461 -2.2753 -0.48
H -2.3658 2.2615 -1.4483 0.10
C -1.7096 -1.1621 -3.0437 -0.51
H -1.4434 -2.1316 -2.5922 0.10
C 3.7593 -0.6342 0.0555 -0.52
P 2.3747 0.1443 1.0605 1.00
H 3.3496 -0.3806 3.2085 0.13
H 3.4111 -1.6759 -0.0572 0.09
C 3.0615 1.8455 1.4651 -0.48
H 4.1421 1.6442 1.5207 0.13
C -1.7666 2.0433 -3.4983 -0.09
H -2.2541 1.7195 -4.4365 0.11
H -0.7242 1.7216 -3.5302 0.05
H -1.7682 3.1461 -3.5111 0.12
C -4.0384 1.5361 -2.5780 -0.06
H -4.2619 2.3000 -3.3398 0.13
H -4.6399 1.7643 -1.6878 0.10
H -4.3674 0.5703 -2.9760 0.07
C -2.9627 -1.3595 -3.9047 -0.05
H -3.8491 -1.6415 -3.3311 0.08
H -2.7694 -2.1735 -4.6301 0.13
H -3.1895 -0.4615 -4.4961 0.09
C -0.5379 -0.7119 -3.9087 -0.11
H -0.0647 -1.5889 -4.3805 0.12
H 0.2421 -0.1927 -3.3292 0.04
H -0.8609 -0.0407 -4.7191 0.10
C -3.2205 -2.2819 -0.3918 -0.08
H -3.5922 -2.9308 -1.2072 0.11
H -3.7758 -2.5527 0.5194 0.11
H -2.1630 -2.5265 -0.2271 0.05
C -3.7644 -0.0165 0.5535 -0.10
H -3.0094 -0.1651 1.3347 0.02
H -4.7314 -0.3683 0.9689 0.13
H -3.8531 1.0651 0.3842 0.09
C 5.1404 -0.6637 0.7344 -0.05
H 5.0958 -0.7323 1.8228 0.08
H 5.7330 0.2222 0.4585 0.11
H 5.6992 -1.5444 0.3664 0.13
C 3.8629 -0.0164 -1.3305 -0.09
H 4.1485 1.0415 -1.2880 0.08
C 1.2530 -0.5411 3.5142 -0.14
H 2.9196 -0.0982 -1.8930 0.06
H 4.6399 -0.5462 -1.9134 0.13
C 2.6895 -2.2921 2.4482 -0.07
H 0.4822 -1.3217 3.3559 0.08
H 1.4783 -0.5472 4.5955 0.13
H 0.7608 0.4232 3.3071 0.05
C 2.4727 -0.7895 2.6740 -0.51
H 2.3065 -2.8562 3.3123 0.12
H 3.7525 -2.5450 2.3335 0.10
H 2.1578 -2.6425 1.5562 0.07
C 2.6001 2.4260 2.8025 -0.07
H 1.5216 2.6357 2.8026 0.07
H 3.1126 3.3928 2.9691 0.13
H 2.8312 1.7857 3.6625 0.09
C 2.8304 2.8688 0.3536 -0.09
H 3.0215 2.4627 -0.6449 0.06
H 3.5145 3.7272 0.5044 0.13
H 1.8024 3.2657 0.3685 0.08
H -0.0281 -1.1580 1.3746 0.15
H -0.9898 -1.2137 0.7385 0.12
C -2.1816 -0.1612 4.2367 0.07
C -1.5445 -0.2366 3.0649 -0.13
N -0.9589 -0.1282 2.0476 -0.10
H -3.2664 -0.3468 4.0970 0.17
H -2.0626 0.8289 4.7195 0.17
H -1.7940 -0.9295 4.9390 0.17
```

Properties
* LUMO (spin up / spin down): -16.69 / -16.69 eV
* orbital gap (spin up / spin down): 5.29 / 5.29 eV
* charge: +4

No. 3
This record from the Open Molecules 2025 dataset describes an isolated molecule of C14H18N2O2S. The level of theory is the ωB97M-V functional and the def2-TZVPD basis.

XYZ file:
```
37
Properties=species:S:1:pos:R:3:lowdin_charge:R:1
O 4.7506 2.2220 -0.5849 0.10
C 4.6945 1.1172 -0.1016 -0.49
O 5.7628 0.5410 0.4764 0.10
C 3.4859 0.2745 -0.0744 -0.14
C 3.4734 -0.9839 0.5271 -0.01
C 2.3171 -1.7301 0.5434 -0.01
C 1.1395 -1.2394 -0.0321 -0.23
N 0.0059 -2.0340 0.0161 0.04
C -1.3227 -1.6964 -0.0074 -0.85
S -2.4192 -2.9079 -0.2578 0.64
N -1.6603 -0.4224 0.2309 0.03
C -3.0167 0.0835 0.2188 -0.35
C -3.2513 0.9824 1.4410 -0.14
C -2.9480 2.4406 1.1137 -0.20
C -3.9439 2.9729 0.0755 -0.20
C -4.3947 1.8676 -0.8880 -0.20
C -3.2815 0.8472 -1.0902 -0.15
C 1.1680 0.0036 -0.6739 -0.02
C 2.3265 0.7486 -0.6866 0.00
H 6.5213 1.1428 0.4262 0.13
H 4.3740 -1.3639 0.9822 0.12
H 2.3068 -2.7047 1.0091 0.12
H 0.1591 -3.0314 0.0928 0.12
H -0.9346 0.2328 0.4827 0.13
H -3.6706 -0.7925 0.2716 0.09
H -4.2908 0.8979 1.7584 0.12
H -2.6281 0.6348 2.2675 0.12
H -2.9992 3.0450 2.0204 0.11
H -1.9285 2.5215 0.7298 0.11
H -3.4764 3.7852 -0.4838 0.11
H -4.8183 3.3864 0.5800 0.11
H -5.2716 1.3542 -0.4906 0.11
H -4.6780 2.3046 -1.8462 0.11
H -3.5452 0.1385 -1.8758 0.12
H -2.3722 1.3660 -1.4027 0.11
H 0.2994 0.3598 -1.2061 0.11
H 2.3602 1.7075 -1.1809 0.12
```

Properties
* LUMO: 0.11 eV
* orbital gap: 8.35 eV

No. 4
This record from the Open Molecules 2025 dataset describes a structure of composition C29H29MnN6O11P2S. The level of theory is the ωB97M-V functional and the def2-TZVPD basis.

XYZ file:
```
79
Properties=species:S:1:pos:R:3:lowdin_spin:R:1
Mn 0.1678 0.1816 1.1047 0.98
C -2.6186 -2.3481 0.6351 0.00
O -2.0026 -1.1615 0.1555 0.01
C -1.9174 -0.9609 -1.1710 0.00
C -2.2914 -1.8699 -2.1560 0.00
C -2.1501 -1.5193 -3.4928 0.00
C -1.6506 -0.2783 -3.8590 0.00
C -1.2703 0.6221 -2.8747 0.00
C -1.3945 0.2823 -1.5412 0.00
N -0.9288 1.1192 -0.4744 0.00
N -0.8676 2.3305 -0.8064 0.00
C -0.3680 3.2775 0.0847 0.00
C -0.1618 3.0508 1.4516 0.00
O -0.3186 1.9043 2.0355 0.00
C 0.2142 4.1794 2.2673 0.00
C 0.4174 5.4045 1.7324 0.00
C 0.2421 5.6501 0.3354 0.00
C 0.4589 6.9285 -0.2145 0.00
C 0.2705 7.1610 -1.5510 0.00
C -0.1477 6.1026 -2.3758 0.00
C -0.3619 4.8492 -1.8643 0.00
C -0.1699 4.5832 -0.4874 0.00
H -3.6120 -2.4618 0.1916 0.00
H -2.6844 -2.2208 1.7094 0.00
H -1.9967 -3.2188 0.4113 0.00
H -2.6518 -2.8496 -1.8843 0.00
H -2.4222 -2.2391 -4.2546 0.00
H -1.5355 -0.0186 -4.9023 0.00
H -0.8449 1.5832 -3.1297 0.00
H 0.3583 3.9863 3.3221 0.00
H 0.7283 6.2296 2.3631 0.00
H 0.7791 7.7268 0.4448 0.00
H 0.4396 8.1453 -1.9689 0.00
H -0.3058 6.2782 -3.4321 0.00
H -0.6865 4.0443 -2.5066 0.00
C 0.9517 0.7601 5.6756 0.00
C 0.5968 -0.4941 4.8957 0.00
O 0.4458 -1.5860 5.8324 0.00
P -1.0290 -0.3244 4.0395 0.00
O -2.0000 -1.1220 5.0047 0.00
O -1.5358 1.1597 4.1624 0.00
O -1.0450 -0.8220 2.6350 0.00
P 1.9519 -0.8934 3.6878 0.00
O 1.6299 -2.4573 3.4822 0.00
O 3.2442 -0.7194 4.3754 0.00
O 1.6373 -0.1084 2.4372 0.01
H 0.1604 1.0343 6.3749 0.00
H 1.1138 1.5934 4.9922 0.00
H 1.8809 0.5672 6.2082 0.00
H 0.8849 -2.3475 5.4194 0.00
H -1.4128 -1.5891 5.6339 0.00
H -1.1417 1.6623 3.3893 0.00
H 1.2087 -2.7043 2.6317 0.00
N -1.3372 -5.7436 -4.5668 0.00
C -0.7200 -5.0851 -3.5011 0.00
C -1.1678 -5.2709 -2.1958 0.00
C -0.5364 -4.6297 -1.1424 0.00
C 0.5441 -3.7930 -1.3742 0.00
C 1.0299 -3.6471 -2.6677 0.00
C 0.3975 -4.2799 -3.7206 0.00
S 1.3354 -2.9794 -0.0096 0.00
O 2.7394 -3.2685 -0.0983 0.00
O 0.6020 -3.4334 1.1597 0.00
N 1.0310 -1.4172 -0.1227 0.00
C 1.7869 -0.5919 -0.8788 0.00
N 1.6498 0.6818 -0.4478 0.00
C 2.2214 1.6436 -1.1512 0.00
C 2.9928 1.3636 -2.2665 0.00
C 3.1111 0.0220 -2.5992 0.00
N 2.5171 -0.9566 -1.9380 0.00
H -2.2949 -6.0107 -4.4044 0.00
H -1.2110 -5.3062 -5.4661 0.00
H -2.0068 -5.9285 -2.0032 0.00
H -0.8616 -4.7987 -0.1252 0.00
H 1.8928 -3.0200 -2.8346 0.00
H 0.7766 -4.1556 -4.7286 0.00
H 2.0677 2.6571 -0.8017 0.00
H 3.4743 2.1436 -2.8346 0.00
H 3.7072 -0.2789 -3.4552 0.00
```

Properties
* LUMO (spin up / spin down): 1.76 / 1.75 eV
* spin multiplicity: 2
* orbital gap (spin up / spin down): 6.90 / 6.51 eV
* charge: -1